(i)
Here is the molecule C6H13NS from OMol25. Energies are from the ωB97M-V functional and the def2-TZVPD basis.

Geometry (Å):
S: 3.60816 -0.14379 -0.54105
N: -1.19230 -0.06926 -0.49851
C: 1.01836 1.02139 0.08042
C: -0.05253 -0.03230 0.39459
C: 2.08544 -0.00681 0.44428
C: 1.04174 -1.10907 0.15385
C: -1.97959 1.12324 -0.35687
C: -1.97933 -1.26445 -0.30662
H: 0.96005 1.28608 -0.97396
H: -0.32101 -0.02573 1.44191
H: -2.37387 -1.26490 0.76421
H: -2.39999 1.21847 0.63298
H: -1.35052 2.00305 -0.48785
H: 1.14065 1.94494 0.65478
H: 1.04530 -1.98357 0.75355
H: -2.81021 1.09963 -1.06633
H: -1.31732 -2.11630 -0.49425
H: -2.80148 -1.15954 -1.06358
H: 0.94173 -1.43741 -0.90164
H: 4.34358 0.86083 -0.10565
H: 2.39313 0.05550 1.47574

Computed properties:
SMILES   CN(C)[C@H]1C[C@@H](S)C1
E_LUMO   0.0357 Eh
Gap between HOMO and LUMO   9.61 eV
Total charge   0

Löwdin atomic charge list, values in e, 6 entries:
1. S 0.730
2. N -0.271
3. C -0.160
4. C -0.348
5. C -0.649
6. C -0.149


(ii)
Here is C6H13NS as an isolated structure from OMol25. Energies are from the ωB97M-V functional and the def2-TZVPD basis.

Geometry (Å):
S: 0.84810 -1.74344 -0.84842
N: -2.32303 -0.88996 -0.43792
C: -0.37459 -0.07144 0.88694
C: 0.38021 0.91368 -0.06368
C: 2.19806 -0.19054 0.80779
C: -0.10590 1.46651 -1.45295
C: 0.90191 -0.38568 0.27060
C: -1.78034 -0.62842 0.80287
H: -0.14076 2.87177 -1.19888
H: -2.01425 -1.85117 -0.63679
H: 2.99602 -1.25269 1.17825
H: -2.43906 0.15657 1.29840
H: -1.58781 1.06133 -1.60163
H: -3.54362 -0.49825 -0.51499
H: 1.01218 1.53566 0.46346
H: 2.02432 -1.47123 -1.51392
H: -1.83539 -1.42682 1.48789
H: 2.75429 0.33138 -0.09380
H: 2.30661 0.70937 1.54728
H: 0.97945 1.08072 -2.27789
H: -0.25643 0.28263 1.89741

Computed properties:
E_LUMO   0.0183 Eh
Gap between HOMO and LUMO   9.26 eV
Total charge   0

Löwdin atomic charge list, values in e, 6 entries:
1. S 0.804
2. N -0.069
3. C -0.209
4. C -0.393
5. C -0.168
6. C -0.112


According to the calculations, the structures order from most to least stable as (i), (ii).


(i)
Here is an isolated ion of composition C4H5N2 and charge +1 from OMol25. Energies are from the ωB97M-V functional and the def2-TZVPD basis.

Geometry (Å):
N: 0.35246 0.49343 0.27922
N: 2.50311 1.19770 -0.67836
C: -0.81749 0.82585 -0.31524
C: 2.10099 -1.02404 0.15436
C: 2.59778 0.08035 -0.41255
C: 0.82984 -0.72278 0.69530
H: 2.59976 -2.00472 0.10546
H: -1.37212 1.61800 0.13274
H: -1.42370 -0.01184 -0.65913
H: -0.50581 1.40691 -1.16992
H: 0.19329 -1.49597 1.10836

Computed properties:
E_LUMO (spin up / spin down)   -0.3086 / -0.2899 Eh
Gap between HOMO and LUMO (spin up / spin down)   7.74 / 7.66 eV
Total charge   +1

Löwdin atomic charge list, values in e, 6 entries:
1. N 0.118
2. N 0.291
3. C -0.034
4. C 0.066
5. C -0.174
6. C 0.023


(ii)
Here is C4H5N2 as an isolated structure from OMol25. Energies are from the ωB97M-V functional and the def2-TZVPD basis.

Geometry (Å):
N: -0.44017 0.12045 0.01420
N: 0.47015 1.02500 0.22661
C: 2.72311 -0.10251 -0.06223
C: 1.49662 -0.11200 -0.14478
C: -1.80848 0.36931 -0.01634
C: 0.29151 -0.98222 -0.14387
H: -1.98464 1.40737 0.34853
H: 0.02086 -1.99431 0.08524
H: -2.41428 -0.35077 0.51099
H: 3.75923 0.26736 0.17413
H: -2.11390 0.35231 -0.99247

Computed properties:
E_LUMO (spin up / spin down)   -0.2560 / -0.2237 Eh
Gap between HOMO and LUMO (spin up / spin down)   7.54 / 9.31 eV
Total charge   +1

Löwdin atomic charge list, values in e, 6 entries:
1. N -0.193
2. N 0.303
3. C 0.308
4. C -0.248
5. C 0.034
6. C 0.167


(iii)
Here is C4H5N2 as an isolated structure from OMol25. Energies are from the ωB97M-V functional and the def2-TZVPD basis.

Geometry (Å):
N: -1.16669 0.89408 -0.32188
N: 0.95654 -0.67640 -0.18090
C: -1.62291 -0.43450 0.01761
C: -0.02156 1.21890 -0.04825
C: -0.14176 -0.70041 0.47901
C: 1.38337 0.62025 0.17816
H: 2.13564 1.20490 -0.40841
H: 1.18559 -1.22383 -0.97631
H: -2.39864 -0.55052 0.76582
H: -1.96867 -1.14580 -0.71921
H: 1.65909 0.79333 1.21437

Computed properties:
E_LUMO (spin up / spin down)   -0.2140 / -0.2241 Eh
Gap between HOMO and LUMO (spin up / spin down)   8.35 / 7.59 eV
Total charge   +1

Löwdin atomic charge list, values in e, 6 entries:
1. N 0.137
2. N 0.067
3. C -0.046
4. C 0.109
5. C 0.074
6. C -0.091


According to the calculations, the structures order from most to least stable as (i), (ii), (iii).


(i)
Here is C4H5N2 as an isolated structure from OMol25. Energies are from the ωB97M-V functional and the def2-TZVPD basis.

Geometry (Å):
N: -2.80753 0.36026 0.19622
N: 0.74788 1.84145 -0.58226
C: 0.33282 0.80445 0.11170
C: 0.59533 2.14761 0.72820
C: 0.77795 -0.55162 0.39785
C: -1.65455 0.48738 0.04874
H: -3.70584 0.01986 0.09110
H: 1.82110 -0.55408 0.59940
H: 0.31357 -1.00039 1.17955
H: 1.12680 2.01161 -1.46400
H: 0.70072 -1.37634 -0.30424

Computed properties:
E_LUMO   -0.1744 Eh
Gap between HOMO and LUMO   10.46 eV
Total charge   +1

Löwdin atomic charge list, values in e, 6 entries:
1. N 0.283
2. N 0.146
3. C -0.367
4. C 0.248
5. C -0.030
6. C 0.182


(ii)
Here is a 2-piece molecular cluster, C4H5N2 overall from OMol25. Energies are from the ωB97M-V functional and the def2-TZVPD basis.

Geometry (Å):
N: 0.27205 -0.64007 -0.24146
N: 2.68380 1.42061 -1.42884
C: -2.91755 -0.23918 1.61682
C: 1.07297 -0.24585 -0.96630
C: 2.13808 0.34330 -1.68393
C: -1.75597 -0.73173 1.73454
H: 3.53956 1.61160 -1.88288
H: -3.54266 -0.13736 2.52664
H: 2.47616 -0.38801 -2.31410
H: -3.21054 -0.03604 0.59321
H: -0.75591 -0.95728 2.04630

Computed properties:
E_LUMO   -0.2740 Eh
Gap between HOMO and LUMO   6.75 eV
Total charge   +1

Löwdin atomic charge list, values in e, 6 entries:
1. N 0.180
2. N 0.184
3. C 0.114
4. C -0.134
5. C -0.236
6. C 0.349


(iii)
Here is an isolated ion of composition C4H5N2 and charge +1 from OMol25. Energies are from the ωB97M-V functional and the def2-TZVPD basis.

Geometry (Å):
N: 1.33246 0.52374 -0.06297
N: -1.83115 -0.59443 0.24345
C: 2.33370 -0.25426 0.02791
C: 0.40642 1.23689 -0.28071
C: -0.90464 1.65856 -0.24487
C: -1.66288 0.63662 0.11606
H: -1.82162 -1.26413 -0.44870
H: 2.15897 -1.29773 -0.19638
H: 3.23713 0.18107 0.42778
H: -1.26168 2.71342 -0.07316
H: -2.26188 -0.81646 1.20107

Computed properties:
E_LUMO (spin up / spin down)   -0.2012 / -0.1878 Eh
Gap between HOMO and LUMO (spin up / spin down)   7.10 / 7.57 eV
Total charge   +1

Löwdin atomic charge list, values in e, 6 entries:
1. N 0.061
2. N 0.206
3. C 0.100
4. C 0.032
5. C -0.035
6. C -0.044


According to the calculations, the structures order from most to least stable as (iii), (ii), (i).


(i)
Here is an isolated ion of composition C3H8NS and charge -1 from OMol25. Energies are from the ωB97M-V functional and the def2-TZVPD basis.

Geometry (Å):
S: -1.48036 0.38807 -1.30245
N: 2.50771 0.28985 1.04981
C: 1.35252 -0.13085 0.24548
C: 0.03296 -0.25772 0.99366
C: -1.13688 -0.66696 0.12189
H: -1.99995 -0.83019 0.78286
H: -0.93006 -1.68348 -0.18743
H: 2.74732 -0.46456 1.68743
H: 0.21962 -0.97999 1.79738
H: -0.11646 0.68128 1.53632
H: 1.22662 0.53808 -0.60818
H: 1.56441 -1.03032 -0.28675
H: 2.20016 1.05111 1.64832

Computed properties:
SMILES   NCCC[S-]
E_LUMO   0.1541 Eh
Gap between HOMO and LUMO   6.43 eV
Total charge   -1

Löwdin atomic charge list, values in e, 6 entries:
1. S 0.085
2. N -0.032
3. C -0.355
4. C -0.345
5. C -0.830
6. H 0.031


(ii)
Here is a 2-piece molecular cluster, C3H8NS overall from OMol25. Energies are from the ωB97M-V functional and the def2-TZVPD basis.

Geometry (Å):
S: 1.50231 -0.50358 -1.21612
N: -0.57246 -0.35788 1.28955
C: -2.92533 0.16562 1.61205
C: -1.89963 -0.37321 0.93193
C: 1.97214 1.26044 -1.33536
H: -0.45031 0.10490 2.17679
H: 3.05585 1.35702 -1.29390
H: 0.07967 -0.19367 0.49527
H: -2.08697 -0.82931 -0.02957
H: 1.68313 1.68386 -2.28520
H: -2.72231 0.72007 2.52033
H: -3.93333 -0.01243 1.27318
H: 1.53073 1.86044 -0.55301

Computed properties:
E_LUMO   0.1485 Eh
Gap between HOMO and LUMO   6.58 eV
Total charge   -1

Löwdin atomic charge list, values in e, 6 entries:
1. S 0.083
2. N 0.015
3. C -0.079
4. C -0.341
5. C -0.709
6. H 0.067


(iii)
Here is an isolated ion of composition C3H8NS and charge -1 from OMol25. Energies are from the ωB97M-V functional and the def2-TZVPD basis.

Geometry (Å):
S: 1.01498 -1.76496 -1.20115
N: -0.74514 1.76449 0.45331
C: 0.15462 -0.54125 0.19809
C: -1.41014 1.29563 1.69415
C: 0.23227 0.88725 -0.17229
H: -1.66762 0.25362 1.71277
H: -1.46380 1.93094 -0.29945
H: 1.33427 1.11038 -0.06001
H: 0.04640 0.95254 -1.17115
H: -2.38594 1.90670 1.81566
H: -0.93315 -0.83478 0.21124
H: 0.70718 -0.55346 1.17425
H: -0.52141 1.27217 2.34225

Computed properties:
SMILES   CNCC[S-]
E_LUMO   0.1394 Eh
Gap between HOMO and LUMO   6.23 eV
Total charge   -1

Löwdin atomic charge list, values in e, 6 entries:
1. S -0.125
2. N -0.152
3. C -0.656
4. C -0.169
5. C -0.429
6. H 0.025


According to the calculations, the structures order from most to least stable as (i), (ii), (iii).